The following is a DFT calculation (ωB97M-V/def2-TZVPD) of C41H38GeN4O8Sr as an isolated structure at a distorted geometry.

```
93
Properties=species:S:1:pos:R:3
Sr 1.466 -2.936 -0.857
O 7.303 -0.074 -0.445
C 6.299 -1.036 -0.245
C 5.609 -1.239 0.930
C 4.457 -1.997 0.828
N 4.043 -2.455 -0.362
C 4.779 -2.388 -1.428
C 6.002 -1.712 -1.436
C 4.219 -2.932 -2.790
O 5.144 -3.352 -3.515
O 2.989 -2.959 -2.856
C 3.554 -2.347 1.983
O 4.113 -2.634 3.079
O 2.296 -2.510 1.641
H 7.409 0.560 0.341
H 5.864 -0.832 1.933
H 6.495 -1.476 -2.422
C 0.962 3.503 0.891
Ge 1.318 3.218 -0.997
C 2.960 4.126 -1.604
C 3.577 3.878 -2.857
C 4.260 4.880 -3.557
C 4.463 6.113 -2.963
C 4.005 6.331 -1.633
C 3.320 5.298 -0.987
C -0.189 4.136 -1.901
C -0.251 5.555 -1.914
C -1.376 6.231 -2.376
C -2.429 5.547 -2.892
C -2.390 4.098 -2.916
C -3.492 3.420 -3.471
C -3.651 2.079 -3.294
C -2.497 1.324 -2.912
C -1.356 1.974 -2.478
C -1.269 3.369 -2.392
H 1.799 3.959 1.451
H 0.623 2.570 1.448
H 0.119 4.177 0.885
H 3.477 2.885 -3.304
H 4.457 4.684 -4.593
H 4.939 6.926 -3.512
H 4.114 7.311 -1.131
H 3.063 5.464 0.041
H 0.532 6.188 -1.504
H -1.450 7.308 -2.294
H -3.349 6.051 -3.299
H -4.312 4.053 -3.794
H -4.610 1.537 -3.335
H -2.486 0.217 -2.883
H -0.519 1.337 -2.122
C -2.469 -0.904 5.896
C -2.897 -0.303 4.593
C -3.431 0.984 4.505
C -3.727 1.582 3.310
C -3.624 0.914 2.073
C -3.119 -0.382 2.094
N -2.844 -1.197 1.008
C -3.687 -1.381 -0.074
C -5.078 -1.010 -0.067
C -5.882 -1.459 -1.106
C -5.209 -1.884 -2.292
C -3.814 -2.051 -2.412
C -3.041 -1.942 -1.177
C -1.575 -2.367 -1.198
O -1.062 -2.995 -2.132
O -0.821 -2.169 -0.099
C -2.839 -1.008 3.345
C -2.632 -2.554 3.439
H -1.376 -1.097 5.939
H -3.047 -1.832 6.114
H -2.683 -0.155 6.665
H -3.481 1.637 5.379
H -3.881 2.657 3.376
H -3.861 1.331 1.089
H -1.831 -1.535 0.770
H -5.508 -0.423 0.686
H -6.967 -1.388 -1.151
H -5.806 -2.018 -3.148
H -3.375 -2.370 -3.373
H -3.554 -3.038 3.804
H -1.927 -2.733 4.252
H -2.193 -2.933 2.542
C 0.994 -8.045 2.330
N 0.569 -7.053 1.361
C 1.054 -5.727 1.269
N 1.800 -5.214 2.281
O 0.963 -5.089 0.172
H 0.191 -8.728 2.590
H 1.469 -7.587 3.219
H 1.806 -8.742 1.994
H 0.190 -7.377 0.473
H 1.777 -5.641 3.205
H 2.023 -4.207 2.278
```

Computed properties:
Energy above the lowest of the compared OMol25 structures with the same formula, charge and spin = 221.0 kJ/mol
Highest occupied orbital energy (alpha / beta) = -5.10 / -5.10 eV
M = 875.00 g mol⁻¹
⟨S²⟩ = 0.751
Net charge = -1
Total energy = -4513.96942 a.u.
LUMO energy (alpha / beta) = 2.2 / 1.1 eV
Spin multiplicity = 2
Frontier orbital gap (alpha / beta) = 7.295 / 6.159 eV